Run 1
A cluster of 2 separate species, C4H13NO3 in total, computed with ωB97M-V/def2-TZVPD.

```
! RIJCOSX wB97M-V def2-TZVPD def2/J DEFGRID3
* xyz 0 1
C -0.36727 0.33126 -1.45555
C 0.14162 -0.76107 -0.55129
C -1.02230 -1.75309 -0.23280
O -0.81035 -2.98148 -0.97917
N 0.79943 -0.39373 0.73045
C 2.02618 0.34649 0.54397
O 1.95990 1.69076 1.01197
H 0.43145 0.99571 -1.74547
H -0.71421 -0.06559 -2.38361
H -1.06606 1.04150 -1.06873
H 0.83540 -1.46231 -1.01095
H -1.94443 -1.38224 -0.67174
H -1.06950 -2.06020 0.80934
H -0.53468 -3.66680 -0.36852
H 0.09942 0.13586 1.24150
H 2.79864 -0.07332 1.18784
H 2.33082 0.33991 -0.50739
H 1.10099 2.10565 0.88115
O -1.31910 2.43826 1.47284
H -1.73394 2.54358 2.33361
H -1.94203 2.63083 0.76255
*
```

The calculation puts the molecular weight at 123.15 g mol⁻¹. The HOMO-LUMO gap comes out at 0.3399 hartree. Its SMILES is C[C@H](CO)NCO.O.

natural (NBO) population analysis, charges in e, atoms 1 to 6: atom 1 (C): -0.644, atom 2 (C): -0.091, atom 3 (C): -0.063, atom 4 (O): -0.740, atom 5 (N): -0.649, atom 6 (C): 0.104

***

Run 2
A cluster of 3 separate species, C4H13NO3 in total, computed with ωB97M-V/def2-TZVPD.

```
! RIJCOSX wB97M-V def2-TZVPD def2/J DEFGRID3
* xyz 0 1
C 1.97990 -1.11731 1.27741
C 1.44944 -1.17745 -0.16757
N 0.34111 -0.28084 -0.40124
C 0.38756 1.04511 -0.62822
C 1.69395 1.78377 -0.46330
O -0.62010 1.70071 -0.90925
H 2.89367 -1.68429 1.36386
H 1.24897 -1.40238 2.02832
H 2.23942 -0.06801 1.44422
H 2.27512 -0.98181 -0.85005
H 1.10192 -2.19337 -0.35577
H -0.57116 -0.68618 -0.32969
H 2.54342 1.12197 -0.64265
H 1.71823 2.56285 -1.22290
H 1.82205 2.25680 0.49914
O -1.48351 -1.86385 1.23895
H -1.86770 -1.06502 1.61572
H -2.25928 -2.40544 1.06251
O -3.08288 0.45166 -0.35050
H -2.15514 0.74335 -0.35664
H -3.29338 0.21373 -1.25592
*
```

The calculation puts the molecular weight at 123.15 g mol⁻¹. The HOMO-LUMO gap comes out at 0.3826 hartree. Its SMILES is CCNC(C)=O.O.O.

natural (NBO) population analysis, charges in e, atoms 1 to 6: atom 1 (C): -0.616, atom 2 (C): -0.214, atom 3 (N): -0.617, atom 4 (C): 0.686, atom 5 (C): -0.716, atom 6 (O): -0.665

***

Q: Which of them is the most stable? A: run 2.

***

Run 1
A cluster of 3 separate species, C4H13NO3 in total, computed with ωB97M-V/def2-TZVPD.

```
! RIJCOSX wB97M-V def2-TZVPD def2/J DEFGRID3
* xyz 0 1
C 1.24728 -1.07220 0.97883
C 0.50008 -0.27516 -0.14713
C -0.54557 -1.20776 -0.73469
C 0.11056 1.08501 0.33172
N -1.14687 1.29002 0.87828
O 0.88660 2.02588 0.28926
H 1.17064 -0.83945 2.04301
H 1.21674 -2.11121 0.67220
H 2.33386 -0.85599 0.88259
H 1.24170 -0.22138 -0.94839
H -0.10722 -2.12578 -1.11232
H -0.97782 -0.74288 -1.62426
H -1.38300 -1.49476 -0.06204
H -1.70280 0.47475 1.08616
H -1.53990 2.16950 0.59942
O -4.30797 -2.48330 -0.68326
H -4.70547 -3.02125 0.00910
H -5.07645 -2.03701 -1.05035
O 3.79420 1.37505 -0.56023
H 3.61652 1.45793 -1.49947
H 2.92844 1.72055 -0.27997
*
```

The calculation puts the molecular weight at 123.15 g mol⁻¹. The HOMO-LUMO gap comes out at 0.3889 hartree. Its SMILES is CC(C)C(N)=O.O.O.

natural (NBO) population analysis, charges in e, atoms 1 to 6: atom 1 (C): -0.626, atom 2 (C): -0.337, atom 3 (C): -0.601, atom 4 (C): 0.694, atom 5 (N): -0.844, atom 6 (O): -0.628

***

Run 2
A cluster of 3 separate species, C4H13NO3 in total, computed with ωB97M-V/def2-TZVPD.

```
! RIJCOSX wB97M-V def2-TZVPD def2/J DEFGRID3
* xyz 0 1
C 2.40593 1.41013 -1.20935
C 1.70937 0.27648 -0.45243
C 0.92633 -0.66736 -1.35814
N -0.46566 -0.26494 -1.56191
C -1.43397 -0.78333 -0.77128
O -1.26415 -1.54264 0.16581
H 3.11438 1.97189 -0.59923
H 1.66255 2.12085 -1.59809
H 2.93146 0.98796 -2.06163
H 1.05007 0.67306 0.31700
H 2.48258 -0.30902 0.06232
H 0.85782 -1.64303 -0.89256
H 1.34134 -0.70054 -2.36161
H -0.72003 0.64409 -1.91668
H -2.44553 -0.45896 -1.05316
O 0.26277 -0.24049 2.57831
H 0.04878 -0.83940 1.84203
H 0.05270 -0.70483 3.39514
O -2.04704 1.42082 1.62950
H -1.36737 0.90116 2.10263
H -2.82032 0.84115 1.65208
*
```

The calculation puts the molecular weight at 123.15 g mol⁻¹. The HOMO-LUMO gap comes out at 0.3965 hartree. Its SMILES is CCCNC=O.O.O.

natural (NBO) population analysis, charges in e, atoms 1 to 6: atom 1 (C): -0.604, atom 2 (C): -0.419, atom 3 (C): -0.233, atom 4 (N): -0.612, atom 5 (C): 0.546, atom 6 (O): -0.661

***

Q: Which of them is the most stable? A: run 2.

***

Run 1
The ion CH2NO2S3 with charge -1, computed with ωB97M-V/def2-TZVPD.

```
! RIJCOSX wB97M-V def2-TZVPD def2/J DEFGRID3
* xyz -1 1
O -2.02331 -0.10873 1.26075
S -1.57300 0.19273 -0.11553
O -2.55696 0.18134 -1.18949
N -0.38495 -0.84056 -0.54746
C 0.89175 -0.28918 -0.11554
S 1.22497 1.35589 0.04365
S 2.18144 -1.40103 0.02143
H -0.87500 1.44444 -0.01301
H 3.11508 -0.53491 0.65520
*
```

The calculation puts the molecular weight at 156.23 g mol⁻¹. The HOMO-LUMO gap comes out at 0.2745 hartree. Its SMILES is O=[S@H]([O-])=NC(=S)S.

natural (NBO) population analysis, charges in e, atoms 1 to 6: atom 1 (O): -0.992, atom 2 (S): 2.042, atom 3 (O): -0.984, atom 4 (N): -0.864, atom 5 (C): -0.133, atom 6 (S): -0.300

***

Run 2
A structure of composition CH2NO2S3, computed with ωB97M-V/def2-TZVPD.

```
! RIJCOSX wB97M-V def2-TZVPD def2/J DEFGRID3
* xyz -1 1
C 1.10916 0.20599 -0.02457
N 0.02385 -0.44214 -0.22888
O -2.43714 -0.90690 0.66111
O -1.80084 1.00455 -1.14284
S 1.17631 1.83926 0.36805
S 2.63046 -0.73645 -0.16750
S -1.28869 0.52957 0.11966
H 3.42343 0.30824 0.05351
H -2.83654 -1.80212 0.36145
*
```

The calculation puts the molecular weight at 156.23 g mol⁻¹. The HOMO-LUMO gap comes out at 0.2782 hartree.

natural (NBO) population analysis, charges in e, atoms 1 to 6: atom 1 (C): -0.052, atom 2 (N): -0.811, atom 3 (O): -1.087, atom 4 (O): -0.926, atom 5 (S): -0.376, atom 6 (S): -0.029

***

Q: Which of them is the most stable? A: run 1.